23
Properties=species:S:1:pos:R:3:forces:R:3 method="wB97M-V/def2-TZVPD" energy_ha=-611.9565 lumo_energy_ev=0.641 e_homo_ev=-7.98 charge=0 orbital_gap_ev=8.6220
C 0.5607 1.3038 0.2473 1.3 0.4 0.4
C -0.8185 1.5574 -0.3944 0.0 0.6 -0.1
C 1.0422 -0.1484 -0.0754 1.0 0.3 -0.8
C -1.6863 0.3527 -0.1189 2.7 -3.6 0.1
C -0.2204 -0.9702 0.1276 -2.6 1.3 -0.1
C 2.3394 -0.6420 0.6276 1.2 2.6 -2.1
O 1.4103 -0.3481 -1.4999 -0.7 1.2 -0.3
O -2.2113 0.2330 1.1760 -2.4 1.2 -0.1
O -2.5520 -0.0374 -1.1638 1.5 2.9 0.5
O -0.4378 -1.9364 -0.8167 0.0 -1.0 0.0
O -0.2695 -1.4117 1.4622 1.7 0.9 -1.3
H 1.3850 1.9708 -0.0755 -0.6 0.0 -0.4
H 0.5654 1.5480 1.3366 -0.3 -0.9 -0.5
H -1.3512 2.4008 0.0249 0.2 0.6 0.4
H -0.6720 1.8530 -1.4425 -0.4 -0.8 0.0
H 2.0832 -1.1685 1.4831 0.1 -0.7 1.9
H 3.0186 0.2940 0.7683 -1.2 -1.6 0.4
H 2.9620 -1.2497 -0.0864 -1.1 0.2 0.8
H 1.8244 0.4286 -1.9391 -0.6 -0.6 0.9
H -3.1531 0.6129 1.3033 2.2 -0.6 -0.8
H -2.9251 -0.8570 -0.9503 -0.7 -2.1 0.6
H 0.0261 -1.7240 -1.6544 -0.1 0.2 0.8
H -0.9200 -2.0617 1.6603 -1.1 -0.6 -0.3

---

23
Properties=species:S:1:pos:R:3:forces:R:3 method="wB97M-V/def2-TZVPD" energy_ha=-611.9205 smiles=OC1[C@H](O)[C@H](O)C[C@@H](O)[C@H]1O lumo_energy_ev=0.283 e_homo_ev=-9.82 charge=0 orbital_gap_ev=10.1061
O -1.1012 0.5119 -2.1668 -5.0 -1.8 -1.4
C -0.5824 0.6395 -0.9323 3.2 2.2 2.3
C -1.0104 -0.3419 0.1610 -2.0 0.2 -1.4
O -2.5311 -0.1106 0.1253 1.2 -3.9 0.0
C -0.4936 0.0189 1.5675 2.7 1.8 -1.2
O -1.2433 1.0737 2.2631 -2.1 -4.6 -1.4
C 0.9843 0.5511 1.3954 2.2 -0.9 0.5
C 1.7002 -0.0537 0.0880 1.3 2.3 2.3
O 1.8305 -1.4132 0.4156 -0.5 -0.5 -1.4
C 0.8992 0.3888 -1.1838 1.5 -3.0 0.5
O 0.9364 -0.9467 -1.8974 -0.3 2.6 -1.9
H -2.0396 0.0644 -2.0466 2.5 1.6 -0.5
H -0.6466 1.7320 -0.5505 -0.4 -1.6 -0.2
H -0.6893 -1.4383 -0.1847 -1.0 2.3 0.9
H -2.8374 -1.0753 0.0460 0.0 2.2 0.3
H -0.3829 -0.9488 2.0636 -0.5 0.4 0.7
H -2.1012 0.4762 2.1947 1.4 2.8 0.7
H 1.5427 0.2622 2.3843 -0.7 0.3 -2.1
H 1.2268 1.6121 1.2844 -1.3 0.3 0.3
H 2.7817 0.3782 -0.1046 -1.9 -0.6 0.8
H 1.7293 -1.8796 -0.4325 0.2 -0.2 0.3
H 1.4930 1.2121 -1.7048 -1.1 -1.2 0.4
H 0.5347 -0.7131 -2.7851 0.5 -0.8 1.4

---

24
Properties=species:S:1:pos:R:3:forces:R:3 method="wB97M-V/def2-TZVPD" energy_ha=-687.0294 lumo_energy_ev=0.168 e_homo_ev=-9.97 charge=0 orbital_gap_ev=10.1411
C -2.3539 -0.2733 -0.7377 0.6 0.9 -5.0
C -1.1636 -0.8415 -0.0594 3.3 0.1 1.4
C 1.3075 -1.2681 -0.2576 0.0 -1.7 -4.9
C 1.7072 0.1551 -0.5134 0.1 0.0 0.9
C 0.4036 0.9207 -0.4156 4.1 3.1 -1.0
C -0.3965 0.3447 0.6725 -0.7 -0.1 2.9
H -3.0465 0.3673 1.1819 -0.6 -2.1 -4.6
H -2.4393 -1.0701 -1.6609 -1.2 1.5 2.4
H -2.2166 0.7668 -1.4820 -0.2 -2.6 2.7
H -1.6398 -1.6174 0.5427 0.5 0.2 0.6
H 1.9962 -1.9401 -0.8504 -1.0 0.5 0.1
H 1.7118 -2.5188 1.1395 -0.8 2.3 -0.2
H 1.8695 0.2818 -1.5422 1.5 -0.1 -1.3
H 2.9677 -0.0339 1.0357 -0.4 -0.2 0.1
H 0.0994 0.8683 -1.4337 -1.7 -0.9 -0.3
H 1.4672 2.7669 0.3320 -3.0 -1.9 -4.6
H 0.3028 -0.0837 1.6583 -2.3 1.7 -2.9
H -0.9281 2.2553 1.2612 -1.2 -3.4 -0.9
O -3.3567 -0.1933 0.2386 0.2 1.5 2.7
O -0.0486 -1.5759 -0.7929 -0.2 1.4 0.7
O 1.4598 -1.5393 1.0106 1.2 -3.9 4.4
O 2.8839 0.5220 0.2576 -1.3 0.5 -1.1
O 0.7815 2.3958 -0.6405 2.0 0.3 6.4
O -1.3685 1.3107 1.0556 1.0 2.9 1.6

---

24
Properties=species:S:1:pos:R:3:forces:R:3 method="wB97M-V/def2-TZVPD" energy_ha=-686.8277 lumo_energy_ev=-2.059 e_homo_ev=-9.77 charge=0 orbital_gap_ev=7.7144
C 2.4766 -0.6158 0.1877 -0.9 0.3 0.4
C 1.0834 -0.1021 -0.1376 5.6 -3.2 -4.0
C -0.5315 1.5911 0.1931 2.4 3.7 2.2
C -1.6775 0.7117 0.4282 -0.5 -3.2 1.5
C -1.2033 -0.5559 -0.3012 -1.8 -1.1 -1.8
C 0.2036 -1.1420 0.1025 -5.9 -3.1 0.8
H 3.1284 1.1632 -0.2735 1.5 -3.0 -0.1
H 2.3740 -0.9057 1.2310 1.2 0.8 1.0
H 2.4511 -1.5773 -0.2545 0.8 -0.8 -1.0
H 1.1488 -0.2296 -1.2426 -0.3 1.4 -0.4
H -0.7307 2.1720 1.1451 1.4 0.6 -1.1
H -1.6857 1.9433 -1.6086 5.0 2.2 2.2
H -2.5641 1.2500 0.2646 -0.8 0.3 -2.4
H -3.7452 1.0709 1.8647 4.7 -1.5 0.3
H -1.0859 -0.1413 -1.3841 0.2 -0.6 1.6
H -1.9195 -2.1115 -1.5664 -0.9 2.0 5.8
H 0.1088 -1.6703 1.0511 0.2 1.0 0.8
H 0.4273 -3.0918 -0.2674 -0.2 2.4 -1.5
O 3.5248 0.1861 -0.3122 -1.7 2.9 0.8
O 0.8323 1.0405 0.3847 -3.1 5.3 1.9
O -0.5027 2.4337 -0.9917 -5.6 -3.8 -1.0
O -2.1067 0.5653 1.9008 -2.9 1.1 -1.4
O -2.1374 -1.6592 -0.4086 0.9 -1.0 -5.1
O 0.3879 -2.2155 -0.7976 0.7 -2.7 0.4

---

20
Properties=species:S:1:pos:R:3:forces:R:3 method="wB97M-V/def2-TZVPD" energy_ha=-651.9771 lumo_energy_ev="-4.112 / -7.155" e_homo_ev="-13.50 / -12.64" charge=+1 orbital_gap_ev="9.3882 / 5.4812"
C -2.4254 -0.7353 0.5360 1.9 2.6 -2.9
C -2.3714 -0.1881 -0.6836 -1.9 0.7 -1.0
C -1.2632 -0.5156 1.3793 1.0 1.9 -0.7
C -1.1205 0.4717 -1.1673 0.8 -4.1 -1.2
C 1.4670 2.2613 0.2835 2.8 -2.0 0.1
C 2.6703 -2.3148 -0.4704 -0.7 2.9 0.8
O 0.7143 1.2393 0.8536 -1.6 -2.0 0.9
P 0.0892 -0.0891 0.1713 -0.6 1.2 0.5
H -3.2696 -1.1685 0.8348 -3.1 -2.0 1.5
H -3.2208 -0.1298 -1.4692 1.3 -0.6 1.7
H -1.2779 0.3534 2.0430 -0.3 0.5 -0.4
H -1.1027 -1.2348 2.0750 0.9 -2.8 1.7
H -0.9870 -0.0737 -2.1893 0.5 1.5 1.5
H -1.0644 1.5084 -1.2213 -0.1 1.9 -0.3
H 2.4798 1.8378 0.1313 -0.2 0.7 0.3
H 1.4906 3.1168 0.8799 -0.1 1.1 1.2
H 1.1312 2.4500 -0.6536 -1.3 1.0 -2.9
H 2.5268 -1.2396 -0.4606 0.4 -0.1 -0.5
H 2.6547 -2.8567 -1.3392 -0.1 -1.3 -1.8
H 2.8791 -2.6928 0.4668 0.4 -1.2 1.6

---

20
Properties=species:S:1:pos:R:3:forces:R:3 method="wB97M-V/def2-TZVPD" energy_ha=-709.0419 lumo_energy_ev=-0.341 e_homo_ev=-9.31 charge=0 orbital_gap_ev=8.9666
C -1.4777 -0.3244 1.4379 -1.2 -4.2 2.6
C -0.4193 -0.3570 0.4069 -0.8 2.5 -1.6
C 0.9373 -0.5264 0.9746 2.9 -1.0 3.0
C -0.5494 1.1045 -0.1964 4.2 -0.4 -1.9
C 0.5260 1.4821 -1.2948 -2.3 2.5 1.7
C 0.4472 2.2894 0.1255 -3.7 -1.0 -2.9
H -1.2892 0.3847 2.1980 0.5 0.7 1.0
H -2.3484 -0.0112 0.9951 -2.2 0.8 -1.3
H -1.8966 -1.3577 1.9644 1.8 2.2 -1.3
H 0.0961 -2.6318 0.1952 -2.3 1.8 -2.9
H 1.0675 0.0936 1.9812 -0.6 -1.1 -2.0
H 1.1528 -1.6167 1.3131 -0.9 1.3 -0.3
H 1.9659 -0.4419 -0.8565 0.5 0.7 5.1
H -1.4731 1.3839 -0.6101 -1.4 0.1 0.1
H 0.1079 1.8816 -2.2773 0.7 0.0 1.7
H 1.4618 1.0282 -1.3875 0.7 -0.7 -0.3
H 1.0241 2.0070 0.9562 1.4 0.1 0.4
H -0.0867 3.2741 0.1437 0.9 -1.0 0.1
O 2.1104 -0.1706 0.2437 -1.0 -1.2 -4.7
S -0.8407 -1.5399 -0.9555 2.9 -2.2 3.4

---

20
Properties=species:S:1:pos:R:3:forces:R:3 method="wB97M-V/def2-TZVPD" energy_ha=-708.9172 lumo_energy_ev=-1.127 e_homo_ev=-8.56 charge=0 orbital_gap_ev=7.4326
C 0.8718 2.0025 -0.7924 -2.8 -0.8 2.4
C 0.4555 0.6678 -1.3963 -3.1 -0.1 6.4
C -1.1341 0.7647 -1.5359 -0.8 1.1 -1.8
C 0.0900 -0.9332 1.2047 1.5 2.9 2.2
C -0.6729 -2.2280 1.1403 2.0 -4.5 -0.3
C 0.3215 -0.1072 2.3414 -2.5 0.2 -2.1
H 1.8627 2.2181 -0.7336 3.0 0.5 -0.6
H 0.2679 2.7087 -1.2801 0.0 1.7 -0.8
H 0.5620 2.1531 0.3080 0.0 -0.8 -1.5
H 0.8829 0.4528 -2.2626 1.8 -0.9 -3.9
H -0.9556 1.8990 -2.1050 -2.1 -3.1 1.0
H -1.8453 -0.0725 -2.2389 2.8 2.5 1.8
H -2.2140 -0.4638 0.3517 1.2 4.4 -2.0
H -1.4417 -2.4901 0.2924 1.1 1.2 1.7
H -0.9114 -2.8091 2.1867 0.2 1.9 -2.6
H 0.2781 -2.9806 0.6424 -2.7 1.8 1.5
H 0.9589 0.8802 2.4302 -1.0 -2.5 -0.8
H -0.5790 -0.0690 3.0349 1.6 -0.6 -0.2
O -1.8642 1.0329 -0.3199 0.1 -4.4 0.2
S 1.1536 -0.6681 -0.2398 -0.2 -0.4 -0.6

---

21
Properties=species:S:1:pos:R:3:forces:R:3 method="wB97M-V/def2-TZVPD" energy_ha=-1107.3231 smiles="CC(C)C(=O)S[C@@H](C)S" lumo_energy_ev=0.034 e_homo_ev=-8.57 charge=0 orbital_gap_ev=8.6044
C -2.3710 -0.1543 -1.4118 -2.5 0.9 0.7
C -1.3893 1.0376 -1.3131 0.2 -2.1 0.5
C -1.3768 1.7631 -0.0044 -0.5 1.7 1.9
C -0.1013 0.4494 -1.7681 0.9 -0.4 1.9
O 0.3065 0.2577 -2.8566 -0.3 0.2 -0.9
S 1.2036 -0.2672 -0.5975 0.9 -0.7 1.1
C 1.9354 -0.4884 1.4161 -1.1 4.0 0.4
C 1.7476 -1.7773 2.0781 -0.5 -2.8 -1.0
S 3.6415 -0.1174 1.0499 0.2 -0.3 -0.6
H -2.0317 -1.0152 -0.9373 1.3 -1.4 1.2
H -2.6453 -0.5692 -2.4054 0.2 1.1 0.3
H -3.3039 0.0712 -0.7769 1.0 0.0 -1.3
H -1.6221 1.6979 -2.0609 -0.8 1.8 -2.0
H -0.6103 2.6565 0.0450 -0.9 -2.3 0.2
H -1.4800 1.0787 0.9079 1.1 0.9 -1.2
H -2.3252 2.3424 0.1119 0.3 -0.5 -0.5
H 1.5482 0.3544 2.1051 0.6 -0.9 -1.5
H 1.9019 -2.4471 1.1630 -0.1 -0.2 1.6
H 2.5653 -1.9838 2.8658 -1.5 0.4 -1.2
H 0.6868 -1.9636 2.4503 1.5 0.3 -0.3
H 3.7199 -0.9254 -0.0613 0.0 0.4 0.7

---

20
Properties=species:S:1:pos:R:3:forces:R:3 method="wB97M-V/def2-TZVPD" energy_ha=-2712.3422 lumo_energy_ev=0.721 e_homo_ev=-8.86 charge=0 orbital_gap_ev=9.5844
C 1.4079 -1.5248 -0.8460 -2.4 -1.3 -0.5
C 0.5476 -1.5270 0.4625 -0.3 -0.3 -0.3
C 1.3496 -0.2632 -1.7061 -0.3 -0.5 0.2
C -0.9500 -1.2183 0.5079 -0.9 -3.1 -0.4
C -2.2121 0.5869 -0.2662 1.7 -1.4 0.9
C -0.8282 2.8636 1.2434 0.3 -0.5 0.4
O -1.1378 0.1220 0.4122 -1.5 3.5 -1.1
Se -2.2836 2.3738 -0.0353 0.5 1.7 0.3
H 2.3705 -1.8044 -0.3811 0.0 0.0 -1.3
H 0.9401 -2.3281 -1.5671 1.3 0.8 1.7
H 0.6908 -2.5175 0.8857 -0.1 -0.2 0.2
H 0.9683 -0.8450 1.1827 0.5 0.4 0.3
H 2.0753 0.4487 -1.3820 0.6 0.7 -0.2
H 1.3403 -0.4725 -2.7712 1.1 -0.2 -0.2
H -1.5924 -1.7165 -0.3108 1.0 0.4 1.3
H -1.3752 -1.4428 1.5328 0.6 -0.6 -1.1
H 0.3837 0.1960 -1.6610 -0.7 0.4 0.7
H 0.1496 2.3405 1.1836 -1.1 -0.1 -0.2
H -0.5836 3.8980 1.2863 0.0 1.2 -1.2
H -1.2606 2.8306 2.2300 -0.1 -1.0 0.5

---

19
Properties=species:S:1:pos:R:3:forces:R:3 method="wB97M-V/def2-TZVPD" energy_ha=-576.6883 lumo_energy_ev="-4.460 / -7.528" e_homo_ev="-13.88 / -12.77" charge=+1 orbital_gap_ev="9.4213 / 5.2421"
C 0.3592 -0.2802 -0.8517 -0.5 -0.7 -1.3
C 0.8865 0.4396 0.0702 -0.8 -0.7 1.4
C 2.9953 -0.2621 1.1967 2.6 -0.2 1.1
C -3.0867 -2.2475 0.1518 4.8 0.6 -2.8
C -1.4031 1.9401 -1.2122 -0.1 -0.4 1.4
C 1.7760 0.6415 1.2107 -1.5 -1.1 1.3
P -1.0368 0.5291 -0.0117 1.1 0.5 -0.8
H 0.5556 -0.9383 -1.7054 0.0 0.4 0.3
H 3.4644 -0.3971 0.2138 -0.5 0.0 0.0
H 2.7115 -1.2578 1.6148 0.3 0.7 -0.5
H 3.9167 0.0971 1.8276 -2.1 -0.3 -0.8
H -2.6607 -2.1509 -0.8881 -1.1 -0.1 1.1
H -4.0640 -2.2533 0.3628 -3.4 0.2 0.7
H -2.3169 -2.5179 0.8302 0.1 -0.2 0.9
H -2.3006 1.6412 -1.6893 -1.2 0.2 -0.4
H -0.6517 2.0076 -1.9791 0.5 0.2 0.1
H -1.5330 2.8323 -0.5572 0.1 -0.5 -0.8
H 1.7875 1.6922 1.4121 0.9 0.7 0.1
H 1.1092 0.2476 2.0659 0.8 0.7 -1.0

---

In eV/Å, the max |F| values for the records above are, in order, 4.47, 5.54, 6.69, 7.60, 4.38, 5.12, 7.13, 4.14, 4.00, 5.64.